Here is a molecular structure, C7H12N2O3 in a non-equilibrium geometry from OMol25. Energies are from ωB97M-V/def2-TZVPD.

For the orbital gap, the calculation gives 9.5 eV. For the strongest force on any atom, the calculation gives 6.0 eV Å⁻¹. As for the spin multiplicity: 1. As for the energy relative to the best compared isomer or geometry (same formula, charge and spin): 5.0496 eV.

XYZ file:
```
24
Properties=species:S:1:pos:R:3:forces:R:3:nbo_charge:R:1
H 3.054007 -2.332302 -1.215199 -3.611 -1.894 1.094 0.363
C -0.999057 0.924502 -0.606494 1.856 0.765 0.891 -0.171
C -1.098783 0.762749 1.778701 0.212 1.767 1.875 -0.450
H -1.865042 0.822566 2.486265 -0.655 0.775 2.198 0.205
C 0.136312 1.920386 -1.129031 2.719 -4.337 2.297 0.796
N -0.191041 -0.157416 0.137254 -0.693 -1.970 -3.088 -0.490
N 2.080950 -2.811390 -0.797764 3.531 -1.207 -4.660 -0.828
H -2.937657 1.397237 0.408349 2.314 0.285 0.668 0.233
H 0.960331 -2.368162 0.932804 -0.068 -0.134 -0.981 0.176
C -0.884674 -0.667720 1.512320 -0.772 -2.451 -4.487 -0.182
O 1.272248 1.794491 -0.679359 -1.086 1.001 0.685 -0.632
H 2.342538 -1.435886 0.668332 -0.193 0.484 -0.398 0.215
H 0.919975 2.837940 -2.505661 -1.661 -0.519 0.615 0.513
O 0.721224 -0.702095 -1.946381 -0.066 -0.187 1.019 -0.620
H 0.012497 1.184956 2.106507 -3.305 -0.581 -0.803 0.243
H -0.224489 -1.415547 2.135264 -1.133 2.273 -1.201 0.251
H -1.620062 0.572377 -1.445176 0.458 -0.016 0.322 0.239
H -1.498665 2.770591 0.950646 -1.115 -3.581 -2.085 0.233
O -0.004191 2.523744 -2.230980 -0.369 2.575 -3.405 -0.650
C 1.543286 -1.922200 0.093462 -1.755 2.396 0.672 -0.309
H 1.420616 -2.949715 -1.655430 1.831 0.430 1.975 0.377
C 0.645698 -0.870335 -0.743056 -0.150 -0.421 3.013 0.710
C -1.779364 1.538436 0.534134 0.360 2.031 2.874 -0.398
H -2.006658 -1.417207 1.210492 3.352 2.517 0.909 0.177
```
Positions in Å, forces in eV/Å.



Here is 3 unconnected molecules or ions with the total composition C33H63BrClN6O9PS in a non-equilibrium geometry from OMol25. Energies are from ωB97M-V/def2-TZVPD.

For the orbital gap (alpha / beta), the calculation gives 6.7 / 8.1 eV. For the strongest force on any atom, the calculation gives 9.5 eV Å⁻¹. As for the spin multiplicity: 3. As for the expectation value of S²: 3.016.

XYZ file:
```
115
Properties=species:S:1:pos:R:3:forces:R:3:mulliken_spin:R:1
O -0.393819 2.318813 -2.684064 1.230 1.955 -2.916 0.609
H 0.824500 -4.528054 0.224986 1.621 1.096 0.155 0.001
C 2.061418 -6.808609 1.159186 -0.957 -1.802 0.998 0.001
H -7.714139 2.837313 0.883422 0.242 0.226 -0.081 -0.002
H 4.318594 -4.621080 -1.025160 0.663 1.726 1.890 0.063
H -6.903080 2.157537 -0.515846 0.172 0.199 0.041 0.000
H -1.839311 4.879165 -5.991717 0.061 -0.118 0.350 0.001
H 2.033959 -1.172834 5.032066 -0.926 -0.635 -1.050 0.000
H 0.284360 -7.324915 2.675296 1.016 -0.651 -1.730 0.000
Cl 4.909852 0.746192 0.697148 -2.024 -0.769 0.334 0.005
C -0.912026 4.747052 -5.421322 0.259 0.145 -0.178 0.008
C 1.981043 4.645586 -4.316246 -0.174 0.203 -0.211 0.005
C -1.166722 4.071050 -4.044370 -1.354 0.611 -1.398 0.027
H 3.001997 -7.511801 1.378062 -1.937 2.151 -0.789 0.000
H -6.061216 3.965750 2.613893 0.151 0.018 -0.065 -0.001
C -6.727660 2.553722 0.493814 0.313 -0.227 -0.144 -0.017
H 0.067227 -0.325069 1.029078 0.007 -2.142 -0.086 0.000
H 5.131956 -5.521324 2.657139 -0.636 1.083 -2.003 -0.002
H 0.073784 6.614698 -3.302679 0.033 -0.036 -0.001 -0.001
Br 2.688904 -6.117793 3.839261 -0.062 0.591 -0.553 0.000
N 0.422891 -2.469213 1.695148 -1.378 -0.060 0.590 0.001
H 1.960107 -0.434056 2.430718 1.368 -2.217 -0.491 -0.001
H -2.777657 -4.091553 1.609328 2.583 -0.138 -0.020 0.000
C 0.784586 -7.748590 1.710815 0.017 -0.797 0.101 0.001
H -5.813698 5.691013 -0.738554 -0.023 -0.185 0.038 0.000
H 2.953071 5.027704 -3.980871 -0.231 -0.229 0.163 0.000
H -7.431262 5.094244 -0.340251 0.279 -0.205 0.267 0.000
C 5.158812 -5.124412 1.564763 2.908 1.538 2.144 0.023
C -4.737355 1.075500 0.933275 -0.225 0.096 -0.223 -0.019
H -6.529924 4.330476 -1.630660 0.266 0.015 0.219 0.000
H 0.856339 -5.268206 2.272900 2.770 -0.202 -0.378 0.001
H 0.615072 -1.076917 4.031017 0.783 -0.909 0.776 0.000
C 2.027159 -5.449598 2.074734 -1.640 -0.498 -0.621 0.005
H 0.556853 4.512615 -1.144651 0.032 -0.166 -0.217 0.003
H -4.341792 0.316813 1.621600 0.185 0.283 -0.084 0.000
H 1.563140 0.182012 -1.080773 1.302 1.009 1.670 -0.001
C 1.799622 -2.695420 2.099349 1.125 0.059 3.128 -0.002
H -0.480310 5.746090 -5.331835 0.097 -0.128 0.007 0.001
H 2.189869 -4.689446 -0.625490 0.174 0.498 0.685 -0.002
H 2.175629 3.940211 -5.132748 -0.104 0.070 0.161 -0.005
H 6.953542 -4.067015 -0.534586 -2.234 1.522 -0.844 0.030
H -2.875249 1.986598 2.862601 -0.085 0.030 -0.342 0.000
H -1.951079 1.091800 0.982899 -0.355 0.226 0.147 0.002
H -2.242338 5.851855 -3.361016 0.084 -0.296 -0.160 0.006
C -2.407961 1.847936 0.332493 -0.438 0.306 -0.641 0.042
H -6.189699 1.702584 2.412549 0.043 0.008 -0.029 0.000
C -2.464180 3.227788 -4.279967 0.469 -0.460 0.646 -0.005
H 1.738584 5.615553 -1.822522 0.021 -0.300 -0.196 0.001
P 3.197901 -0.548565 0.352414 0.540 0.970 -3.730 -0.014
H 3.209200 3.530234 -2.283810 -0.316 0.137 -0.213 0.000
C 6.094021 -3.288765 -0.818421 0.417 -1.238 0.771 0.795
O 5.422173 -8.329796 0.811433 1.355 2.763 2.829 0.000
H 2.573116 2.211605 -3.275426 -0.122 0.139 0.065 0.002
H 1.846220 -6.694055 0.027427 0.807 0.119 1.983 0.000
H -1.709865 2.692346 0.271032 -0.179 -0.115 -0.048 -0.010
C 2.552699 -4.058288 1.423968 -1.646 0.311 -1.257 -0.019
C -3.462723 2.751749 2.340351 -0.220 0.147 0.175 -0.012
H 1.051923 -3.785367 4.105213 1.247 1.762 -1.358 0.000
H -2.868152 3.672929 2.342878 -0.135 -0.129 -0.083 0.008
H -0.053420 -7.866100 0.902456 1.630 0.280 1.430 0.000
C -1.611497 -4.235773 1.502112 0.543 0.880 -0.359 0.000
C 4.583643 -3.623345 -0.411250 -0.355 0.517 -2.048 0.105
C 6.605357 -2.029772 -1.495209 0.229 0.791 -0.039 0.901
H -4.341295 2.912098 2.964103 0.021 0.080 -0.116 -0.001
C 2.632276 -1.308618 1.960136 -1.312 2.552 2.288 -0.003
H 1.461878 5.509547 -4.729413 -0.065 -0.128 -0.015 0.001
H -0.254009 4.137066 -6.051637 -0.058 0.103 0.193 -0.008
N 1.274667 -1.700088 4.545961 0.635 0.192 -0.718 0.000
C -0.267890 5.941959 -2.509926 -0.112 0.036 -0.083 -0.023
C -3.794791 2.305056 0.891451 1.443 -0.662 1.313 -0.043
O -4.290507 3.129204 -1.249936 0.084 1.238 3.565 -0.654
H -6.799870 0.540450 1.253666 0.106 0.148 0.050 -0.002
H -1.309007 -5.239933 2.017077 -0.552 1.775 -1.145 0.000
C -6.422522 4.784815 -0.639198 0.580 -0.496 -0.404 0.007
C -5.806202 3.803660 0.413170 -1.334 1.335 0.608 -0.023
C 2.294078 2.987664 -2.551537 -0.806 -0.298 0.160 -0.026
H -0.555306 6.586118 -1.668880 0.058 -0.084 -0.149 0.002
S 4.924159 -2.560642 2.376865 7.391 0.870 5.861 -0.020
H -6.690757 5.336134 1.742334 0.092 -0.264 -0.236 -0.001
C 4.186558 -3.864776 1.188131 -0.272 -1.726 -1.567 0.073
O 3.865011 -1.316205 2.820577 -0.689 -2.461 -2.308 -0.002
O 6.246020 -1.918152 1.928434 -4.899 -1.773 -0.507 0.023
H -2.833541 2.752987 -3.363948 0.286 0.069 -0.136 0.000
C -5.876220 4.601846 1.745778 0.128 0.015 0.305 -0.014
H 0.586741 -1.605030 -0.287401 -1.194 0.275 2.126 0.000
O -1.411232 -2.666741 3.455740 4.841 -1.694 -6.936 0.000
C -6.159190 1.426090 1.354061 -0.112 0.064 0.018 0.016
C 1.222573 3.955840 -3.150875 2.024 0.424 -0.260 0.045
H 6.176222 -1.635548 -2.526554 1.244 -1.042 2.290 0.025
N 0.019919 3.227017 -3.676457 -1.765 -1.651 4.489 0.297
H -4.956102 5.172253 1.920091 -0.120 -0.193 -0.059 0.008
H 1.953923 2.493915 -1.634382 -0.053 0.187 -0.362 0.007
O 5.169074 -6.282953 0.682655 -0.734 1.846 0.950 0.003
C 0.857581 5.011034 -2.076013 -0.324 -0.076 0.048 0.022
H -2.480680 1.390888 -0.660727 -0.088 0.298 0.099 -0.001
H 6.275253 -4.687327 1.506932 -2.539 -0.596 0.032 -0.006
H 3.870184 -2.858956 -0.968287 1.571 -1.314 1.707 -0.040
N 5.641025 -7.299831 1.460005 -1.468 -4.289 -3.651 0.000
H -4.775350 0.595335 -0.053787 0.122 0.249 0.002 -0.002
N -4.376217 3.452353 0.117209 -0.842 -2.488 -4.345 -0.270
C 1.748735 -2.883786 3.768236 0.524 -0.964 1.431 0.000
O 5.341208 -3.212275 3.762663 -3.187 1.403 -4.932 0.000
C -0.766577 -3.034306 2.310616 -5.064 -0.048 5.060 0.000
H 2.802896 -3.203857 4.213737 -2.116 0.776 -1.258 0.000
N 1.771769 -4.059650 0.078398 0.172 -1.154 0.210 0.004
H 7.499839 -1.482869 -0.947581 -2.312 -0.849 -1.268 0.043
H -1.331034 -4.203768 0.342355 -0.542 -0.313 2.561 0.000
H 1.164627 -8.843963 1.994573 -0.838 2.466 -0.705 0.000
C -1.490452 5.151627 -2.974096 0.283 -0.196 0.304 0.017
H -2.296845 2.446664 -5.030686 0.080 0.125 0.099 0.000
H -1.943963 4.676121 -2.093544 0.053 -0.164 -0.214 0.002
O 2.073969 0.648147 -0.328083 0.338 -2.548 0.643 0.011
H -3.282571 3.863182 -4.639386 0.409 0.129 0.038 0.001
H -1.147141 -1.644934 0.450799 2.426 0.370 0.693 0.000
C -0.003904 -1.455662 0.739206 -0.798 0.616 -2.948 0.000
```
Positions in Å, forces in eV/Å.



Here is a molecular structure, C5H8O from OMol25. Energies are from ωB97M-V/def2-TZVPD.

For the orbital gap, the calculation gives 10.0 eV. For the strongest force on any atom, the calculation gives 1.0 eV Å⁻¹. As for the spin multiplicity: 1. As for the energy relative to the best compared isomer or geometry (same formula, charge and spin): 5.0539 eV.

XYZ file:
```
14
Properties=species:S:1:pos:R:3:forces:R:3:nbo_charge:R:1
C 2.108070 -0.469948 0.244194 -0.100 0.462 -0.052 -0.035
C -0.199282 -0.018020 0.432870 0.293 -0.307 -0.021 0.005
H 1.235872 -2.036275 1.367279 -0.452 0.354 -0.219 0.228
C -2.221030 0.665086 -0.641531 -0.058 -0.216 -0.129 -0.254
C 1.102176 -1.486828 0.422839 -0.577 0.331 -0.005 -0.519
O -1.541406 0.314944 0.558561 -0.019 -0.950 0.084 -0.526
H -2.339260 -0.218748 -1.270108 -0.083 0.026 -0.138 0.176
H -1.704751 1.451015 -1.219803 0.091 -0.263 0.331 0.173
H 0.278693 0.347535 1.328364 0.115 0.433 -0.243 0.184
H 1.088617 -2.210740 -0.404900 -0.391 0.382 0.177 0.226
H 0.150107 0.247998 -0.552640 0.160 0.608 0.118 0.166
C 2.423224 0.694851 0.114029 0.655 -0.608 0.006 -0.259
H 2.830708 1.670739 -0.008190 0.074 -0.061 0.008 0.236
H -3.211738 1.048389 -0.370961 0.293 -0.189 0.083 0.199
```
Positions in Å, forces in eV/Å.



Here is 2 unconnected molecules or ions with the total composition C6H12NO in a non-equilibrium geometry from OMol25. Energies are from ωB97M-V/def2-TZVPD.

For the orbital gap, the calculation gives 9.5 eV. For the strongest force on any atom, the calculation gives 4.1 eV Å⁻¹. As for the spin multiplicity: 1. As for the energy relative to the best compared isomer or geometry (same formula, charge and spin): 4.6741 eV. Its charge is +1.

XYZ file:
```
20
Properties=species:S:1:pos:R:3:forces:R:3:nbo_charge:R:1
H 0.422462 1.139609 -1.672419 -0.055 0.136 -0.041 0.224
N -0.649161 -0.630230 -0.021603 -4.088 -0.525 0.473 0.280
C 1.575474 -1.536793 0.239745 -0.235 -0.095 -0.036 -0.626
H 1.400587 -2.312280 -0.503102 0.033 -0.017 -0.044 0.237
H 0.602933 -0.532165 -2.228885 0.030 -0.052 -0.008 0.233
C 0.942351 0.202959 -1.500995 -0.040 -0.079 -0.015 -0.594
C 0.736272 -0.300584 -0.054147 1.694 0.165 -0.307 0.021
H -4.446129 -0.241170 0.159834 -0.209 0.397 -0.020 0.312
C 0.973163 0.834358 0.946617 -0.245 -0.154 0.033 -0.601
C -3.373428 -0.350198 0.105844 -0.326 -0.866 0.108 -0.459
H 2.018409 1.127188 0.902171 0.055 -0.016 -0.066 0.255
H 2.629282 -1.287375 0.236817 0.126 0.159 -0.018 0.246
H 0.363369 1.703537 0.714641 -0.033 0.106 -0.018 0.218
C -2.521635 0.575500 -0.010304 1.789 -0.627 -0.094 0.150
H 2.007871 0.358699 -1.645888 0.065 0.053 0.037 0.255
H 1.315456 -1.943971 1.212999 0.042 -0.049 0.133 0.234
H 0.751263 0.503601 1.958289 0.022 0.003 0.106 0.234
O -1.041285 -1.746126 0.063670 1.116 0.842 -0.130 -0.173
H -3.032498 -1.392678 0.168111 0.175 0.122 -0.051 0.305
H -2.131777 1.555048 -0.109081 0.084 0.496 -0.041 0.250
```
Positions in Å, forces in eV/Å.